# 1
C26H36BrN7O11PSn as an isolated structure in a non-equilibrium geometry. Source: the OMol25 dataset; level of theory: ωB97M-V with the def2-TZVPD basis set.

Kohn-Sham gap, eV: 6.891
LUMO energy, eV: 2.0
HOMO, eV: -4.93
Total energy, a.u.: -5353.13131
Net charge: -1
Strongest force on any atom, eV Å⁻¹: 1.46

```
83
Properties=species:S:1:pos:R:3:forces:R:3
Sn 1.337 -0.130 -0.522 0.475 -0.263 -1.116
N -0.136 -2.137 -1.677 -0.210 0.083 -0.284
C 0.671 -3.240 -1.145 0.283 -0.422 -0.096
C 2.110 -3.080 -1.671 -0.597 -0.220 0.360
O 2.661 -4.016 -2.251 0.151 -0.305 -0.148
N 2.573 -1.861 -1.460 -0.096 0.706 0.140
C 3.757 -1.464 -2.176 0.051 0.147 -0.125
C 3.636 -0.005 -2.649 0.365 -0.405 -0.236
O 4.401 0.423 -3.496 0.310 -0.049 -0.163
O 2.712 0.704 -2.099 -1.020 0.219 1.019
H 0.017 -2.106 -2.682 -0.148 0.072 0.041
H -1.125 -2.316 -1.518 0.113 0.198 0.049
H 0.684 -3.178 -0.053 -0.080 -0.068 0.044
H 0.292 -4.225 -1.456 0.189 0.188 0.154
H 4.655 -1.529 -1.548 0.068 0.006 -0.055
H 3.917 -2.113 -3.044 0.078 0.145 0.097
C 2.366 3.356 4.619 -0.049 0.132 0.122
O 2.584 2.274 3.739 0.157 -0.179 -0.254
C 1.637 1.919 2.836 -0.020 -0.170 0.015
O 1.812 0.923 2.166 0.026 0.258 0.240
N 0.497 2.644 2.835 -0.287 0.630 -0.045
N -0.547 2.388 1.918 -0.102 -0.206 -0.254
H 3.231 3.369 5.284 -0.135 0.061 -0.058
H 1.451 3.210 5.201 0.087 0.042 -0.012
H 2.316 4.305 4.077 0.023 0.014 0.054
H 0.500 3.615 3.114 0.139 -0.346 0.133
H -0.208 2.606 0.966 0.147 -0.049 0.297
H -0.672 1.376 1.880 -0.025 0.036 0.205
C -5.880 0.718 -0.100 -0.163 0.206 0.284
N -4.529 0.475 -0.547 0.013 -0.390 -0.570
N -3.699 -0.329 0.231 -0.018 0.412 0.213
C -2.377 0.119 0.119 -0.160 0.135 0.232
O -1.427 -0.421 0.665 0.044 -0.288 0.176
C -2.448 1.275 -0.724 -0.287 0.222 -0.098
C -3.743 1.484 -1.057 0.350 -0.398 0.040
C -4.340 2.569 -1.876 -0.031 -0.013 0.068
C -4.087 -1.601 0.657 -0.209 -0.417 -0.008
C -3.476 -2.152 1.782 0.066 0.151 0.001
C -3.847 -3.407 2.223 -0.052 -0.018 -0.034
C -4.828 -4.125 1.557 -0.039 -0.114 0.033
C -5.424 -3.589 0.427 -0.006 -0.070 0.098
C -5.057 -2.335 -0.025 0.078 0.111 -0.058
H -6.262 -0.165 0.408 0.006 0.047 -0.095
H -6.505 0.924 -0.968 -0.021 -0.009 0.047
H -5.932 1.564 0.592 -0.026 0.000 0.046
H -1.583 1.848 -0.984 0.228 0.248 -0.090
H -3.541 3.189 -2.269 0.021 0.065 -0.056
H -5.009 3.196 -1.286 -0.026 0.037 0.033
H -4.909 2.151 -2.705 -0.025 0.013 -0.073
H -2.705 -1.593 2.284 0.043 0.061 0.063
H -3.368 -3.818 3.100 0.019 -0.048 0.029
H -5.127 -5.099 1.916 0.000 -0.103 0.012
H -6.171 -4.154 -0.113 -0.037 0.005 -0.009
H -5.516 -1.934 -0.916 0.012 0.099 -0.120
C 2.056 -1.705 4.129 -0.272 -0.027 0.154
O 3.205 -1.589 3.332 0.279 0.136 -0.805
P 2.987 -1.603 1.672 0.217 -0.897 1.119
O 4.471 -1.091 1.330 0.157 -0.365 -0.211
C 4.709 0.296 1.202 0.206 0.483 -0.041
O 3.188 -3.183 1.367 -0.347 0.334 -0.027
C 4.428 -3.790 1.061 0.280 -0.328 -0.102
H 2.364 -1.552 5.165 -0.101 -0.024 -0.052
H 1.609 -2.699 4.028 -0.048 -0.032 0.102
H 1.313 -0.954 3.853 -0.072 0.030 0.054
H 4.087 0.729 0.416 0.067 0.101 -0.039
H 5.760 0.403 0.933 -0.081 0.070 -0.045
H 4.512 0.815 2.141 -0.002 -0.001 -0.013
H 4.198 -4.777 0.658 0.053 0.051 0.039
H 5.053 -3.886 1.954 -0.037 0.030 -0.034
H 4.962 -3.217 0.304 -0.005 -0.048 0.013
Br -1.461 1.158 -5.538 0.080 -0.055 -0.005
C -0.294 2.398 -4.685 -0.182 -0.067 -0.135
C 0.220 3.456 -5.416 -0.235 -0.252 -0.132
N 0.966 4.391 -4.859 0.172 0.372 -0.294
C 1.203 4.313 -3.560 0.033 -0.050 0.341
C 0.736 3.281 -2.753 0.074 0.031 0.109
C -0.021 2.277 -3.340 0.240 0.140 0.023
C 0.973 3.307 -1.247 -0.188 0.333 -0.390
O 1.444 4.319 -0.745 0.332 0.415 0.065
O 0.551 2.290 -0.624 -0.201 -0.536 -0.016
H 0.019 3.559 -6.474 -0.067 -0.100 -0.070
H 1.790 5.113 -3.132 0.023 -0.053 0.171
H -0.367 1.434 -2.753 -0.046 0.109 -0.067
```
Positions in Å, forces in eV/Å.

# 2
C26H36CsFN8O4S2 as an isolated structure in a non-equilibrium geometry. Source: the OMol25 dataset; level of theory: ωB97M-V with the def2-TZVPD basis set.

Kohn-Sham gap, eV: 6.542
LUMO energy, eV: 3.8
HOMO, eV: -2.75
Total energy, a.u.: -2667.88868
Net charge: -2
Strongest force on any atom, eV Å⁻¹: 2.73

```
78
Properties=species:S:1:pos:R:3:forces:R:3
Cs 0.290 1.380 1.104 -0.474 -1.058 -1.037
C -0.730 -3.471 -2.901 -0.105 0.365 0.050
C -0.035 -3.957 -1.616 -0.023 0.397 0.100
C -1.086 -4.251 -0.542 -0.125 0.092 0.040
C 1.039 -2.982 -1.119 0.053 0.028 -0.043
C 1.916 -2.352 -2.005 0.034 0.098 0.040
C 2.924 -1.503 -1.556 -0.062 -0.086 0.040
C 3.125 -1.258 -0.195 0.077 0.071 -0.008
C 4.214 -0.317 0.292 -0.261 -0.167 -0.117
C 2.257 -1.890 0.692 -0.095 -0.014 -0.018
C 1.224 -2.712 0.235 0.170 -0.104 0.186
H -1.537 -4.171 -3.171 0.185 0.214 0.070
H -0.040 -3.425 -3.754 -0.135 0.001 0.223
H -1.152 -2.454 -2.751 0.194 -0.479 -0.034
H 0.476 -4.896 -1.841 0.071 -0.171 -0.065
H -1.581 -3.320 -0.231 0.104 -0.191 -0.046
H -0.662 -4.737 0.347 -0.067 0.095 -0.201
H -1.853 -4.918 -0.950 0.058 0.039 0.044
H 1.802 -2.506 -3.074 0.021 0.040 0.104
H 3.570 -1.014 -2.281 -0.062 -0.045 0.045
H 5.051 -0.287 -0.409 -0.032 -0.049 -0.010
H 4.595 -0.630 1.268 -0.037 -0.024 -0.034
H 3.838 0.709 0.399 -0.003 -0.152 -0.012
H 2.376 -1.734 1.764 -0.083 0.035 -0.157
H 0.571 -3.176 0.971 0.148 0.146 -0.134
N 3.847 3.134 -2.667 0.170 0.490 0.282
C 4.182 4.162 -1.653 -0.297 -0.375 -0.217
C 3.047 4.613 -0.722 0.024 -0.052 -0.253
C 2.368 3.421 -0.050 -0.075 -0.411 0.138
O 3.108 2.649 0.625 -0.475 0.499 -0.361
O 1.121 3.270 -0.234 1.595 1.963 -1.026
H 3.080 3.436 -3.264 -0.059 0.112 0.096
H 3.513 2.300 -2.202 -0.017 -0.103 0.175
H 4.578 5.030 -2.179 0.047 0.108 -0.099
H 4.988 3.770 -1.036 0.099 -0.133 0.046
H 2.296 5.176 -1.276 -0.008 0.036 -0.027
H 3.464 5.254 0.064 -0.003 0.008 -0.054
N -1.184 4.934 -1.291 0.236 0.122 -0.213
H -1.747 4.532 -0.558 -0.221 -0.109 0.224
H -0.233 4.632 -1.065 -0.094 -0.057 -0.016
H -1.428 4.407 -2.124 0.011 0.025 -0.027
N -1.339 0.660 -4.323 0.321 0.452 -0.196
C -0.701 1.729 -4.814 -0.198 -0.294 0.252
C 0.294 2.385 -4.014 0.312 0.302 0.002
N 0.982 3.416 -4.452 -0.120 -0.254 0.142
C 0.713 3.863 -5.701 -0.115 -0.240 0.102
C -0.253 3.248 -6.458 -0.135 -0.133 0.107
N -0.973 2.194 -6.042 0.144 0.233 -0.259
H -1.293 0.368 -3.243 -0.031 -0.153 0.335
H -2.088 0.317 -4.894 -0.134 -0.030 -0.199
H 0.486 2.023 -3.003 -0.041 0.070 -0.161
H 1.277 4.711 -6.067 0.016 0.017 0.010
H -0.480 3.620 -7.452 -0.018 -0.006 -0.056
F -1.296 -0.010 -1.968 0.154 -0.066 0.001
N -2.302 -5.382 5.732 0.310 0.276 -0.028
C -1.971 -4.074 5.312 -0.100 -0.113 0.076
C -2.183 -2.985 6.155 -0.073 -0.053 0.079
C -1.835 -1.701 5.749 0.158 -0.039 -0.106
C -1.262 -1.504 4.498 -0.083 -0.407 0.099
C -1.029 -2.593 3.660 -0.080 0.091 -0.067
C -1.385 -3.867 4.062 0.046 -0.077 -0.074
S -0.816 0.104 3.917 -0.446 0.152 0.272
O -0.861 0.972 5.074 -0.035 -0.015 0.176
O 0.473 -0.077 3.279 0.036 -0.630 1.159
N -1.824 0.494 2.777 -1.963 0.341 0.586
C -3.135 0.906 2.995 0.263 -0.166 0.028
S -4.018 0.819 4.564 0.550 -0.144 -0.036
C -5.453 1.415 3.824 0.108 0.000 -0.013
C -5.198 1.656 2.518 0.452 -0.028 -0.409
N -3.924 1.377 2.049 0.037 -0.174 0.578
H -3.043 -5.416 6.406 -0.191 0.025 0.144
H -2.472 -6.021 4.976 -0.032 -0.057 -0.152
H -2.628 -3.145 7.139 0.098 0.038 -0.208
H -1.977 -0.851 6.408 -0.025 -0.073 -0.129
H -0.572 -2.424 2.685 -0.116 -0.027 0.246
H -1.206 -4.717 3.404 -0.029 0.127 0.099
H -6.369 1.581 4.384 0.276 -0.046 -0.189
H -5.928 2.061 1.820 0.203 -0.100 0.095
```
Positions in Å, forces in eV/Å.

# 3
C26H36F6N4OSSb2Sn as an isolated structure. Source: the OMol25 dataset; level of theory: ωB97M-V with the def2-TZVPD basis set.

Kohn-Sham gap, eV: 5.315
LUMO energy, eV: -7.8
HOMO, eV: -13.13
Total energy, a.u.: -2998.25271
Net charge: +2
Strongest force on any atom, eV Å⁻¹: 0.38

```
77
Properties=species:S:1:pos:R:3:forces:R:3
Sn 0.769 0.619 0.178 -0.068 0.351 0.049
C 4.395 1.554 5.261 -0.020 -0.003 0.007
C 4.717 0.951 3.903 -0.053 -0.073 -0.016
N 3.642 0.094 3.394 -0.040 0.018 0.021
C 2.573 0.560 2.749 0.083 0.017 0.150
S 1.376 -0.662 2.266 0.014 -0.019 0.049
N 2.454 1.850 2.556 -0.158 -0.081 -0.223
N 1.361 2.172 1.791 0.132 -0.139 0.160
C 0.786 3.303 1.979 -0.148 0.105 -0.141
C 1.230 4.316 2.980 -0.008 -0.024 -0.013
C -0.422 3.552 1.145 0.205 -0.039 0.115
C -1.104 4.760 1.172 -0.033 0.049 -0.021
C -2.226 4.914 0.373 -0.016 0.019 0.000
C -2.631 3.867 -0.442 0.034 0.013 -0.001
C -1.893 2.698 -0.413 0.023 0.012 0.002
N -0.830 2.538 0.372 -0.047 -0.152 0.035
H 5.179 2.253 5.552 0.004 -0.015 0.007
H 4.327 0.783 6.030 -0.014 0.006 -0.014
H 3.450 2.095 5.228 0.018 0.010 -0.007
H 5.608 0.328 3.953 0.030 0.030 0.006
H 4.894 1.729 3.163 -0.002 0.007 -0.011
H 3.659 -0.891 3.602 0.031 0.019 -0.030
H 2.128 3.976 3.483 0.010 -0.008 0.008
H 0.444 4.483 3.719 0.003 0.008 -0.007
H 1.436 5.271 2.493 -0.002 -0.012 -0.016
H -0.761 5.567 1.803 -0.009 -0.001 -0.011
H -2.773 5.847 0.381 0.002 -0.006 -0.005
H -3.492 3.959 -1.090 -0.002 -0.011 0.006
H -2.149 1.850 -1.043 -0.018 -0.002 0.017
C -1.852 -2.392 2.779 0.108 0.012 0.047
Sb -2.006 -0.750 1.444 0.010 -0.025 -0.124
C -2.726 0.679 2.838 0.056 0.042 0.049
C -4.046 -1.258 0.703 0.075 -0.038 0.091
C -4.073 -2.566 0.071 -0.031 -0.033 0.049
C -4.321 -3.703 0.842 -0.038 0.068 -0.030
C -4.339 -4.959 0.275 0.001 -0.094 -0.093
C -4.098 -5.188 -1.106 -0.033 -0.013 0.172
C -3.845 -4.124 -1.897 0.029 0.152 0.029
C -3.816 -2.781 -1.348 0.025 -0.132 0.051
C -3.538 -1.754 -2.175 0.040 0.122 -0.178
Sb -0.042 -0.495 -3.448 -0.115 0.045 0.011
C 0.302 -1.498 -5.290 0.018 0.030 0.029
C 0.107 1.459 -4.277 -0.004 0.016 -0.014
H -1.647 -3.316 2.243 -0.010 -0.014 0.009
H -2.773 -2.478 3.354 0.004 -0.019 0.015
H -1.024 -2.185 3.456 -0.016 -0.041 0.008
H -3.542 0.255 3.421 0.008 0.020 0.019
H -3.062 1.580 2.326 -0.003 -0.008 0.010
H -1.900 0.931 3.505 -0.036 0.028 0.010
H -4.322 -0.410 0.083 -0.103 -0.077 -0.059
H -4.608 -1.253 1.636 -0.089 0.016 -0.079
H -4.533 -3.588 1.896 -0.008 -0.031 0.005
H -4.557 -5.811 0.910 0.009 0.004 -0.003
H -4.124 -6.192 -1.504 -0.009 -0.006 0.022
H -3.657 -4.248 -2.956 -0.004 0.032 -0.003
H -3.497 -0.727 -1.840 -0.001 -0.012 -0.014
H -3.358 -1.933 -3.228 0.001 0.020 0.015
H -0.589 -1.284 -5.886 0.035 -0.036 -0.032
H 0.396 -2.571 -5.151 0.001 -0.029 -0.029
H 1.173 -1.108 -5.808 0.001 -0.009 -0.031
H -0.609 1.575 -5.092 0.000 0.006 0.023
H 1.117 1.582 -4.667 -0.008 0.028 -0.018
H -0.082 2.220 -3.522 0.012 0.008 -0.011
C 3.746 -0.332 -3.981 0.040 0.027 -0.012
C 2.994 -0.958 -2.818 0.002 0.096 0.238
O 1.755 -0.357 -2.581 0.070 -0.301 -0.217
C 3.767 -0.691 -1.500 0.028 0.060 -0.244
F 3.255 -1.396 -0.480 -0.038 -0.090 0.126
F 3.646 0.609 -1.158 0.049 0.078 0.026
F 5.062 -0.957 -1.597 0.071 -0.015 0.060
C 2.873 -2.502 -3.003 0.034 0.197 -0.035
F 3.915 -3.149 -2.494 0.069 -0.096 0.044
F 1.759 -2.967 -2.411 -0.102 -0.059 0.062
F 2.795 -2.829 -4.297 -0.090 -0.001 -0.106
H 3.929 0.719 -3.761 0.000 -0.003 -0.008
H 3.148 -0.406 -4.886 -0.002 0.001 -0.003
H 4.699 -0.829 -4.157 -0.004 -0.006 0.008
```
Positions in Å, forces in eV/Å.